Entry 1:
9
Properties=species:S:1:pos:R:3:lowdin_charge:R:1 method="wB97M-V/def2-TZVPD" multiplicity=1 lumo_ev=-0.70 total_charge=0 relative_energy_ev=1.287 mol_weight_g_mol=137.3 energy_ev=-36116.8385
S -0.3770 1.9461 1.6811 0.670
S 0.7574 -1.1307 2.2077 0.663
S 0.0416 -0.3010 -1.8925 0.831
N 0.1158 0.0170 -0.1883 -0.580
C -0.2707 1.2962 0.2110 -0.773
C 0.5965 -1.0316 0.6023 -0.767
H -0.5144 1.8639 -0.6797 0.029
H -1.2164 -0.7782 -1.9012 -0.111
H 0.8671 -1.8819 -0.0402 0.038


Entry 2:
10
Properties=species:S:1:pos:R:3:lowdin_charge:R:1 method="wB97M-V/def2-TZVPD" multiplicity=1 lumo_ev="-2.23 / -2.23" total_charge=0 relative_energy_ev=2.087 mol_weight_g_mol=169.3 energy_ev=-46950.8063
S 0.7895 1.0053 -1.7637 0.428
S -0.9500 -0.6598 0.5804 0.893
S 0.8138 -2.9424 -0.1595 0.560
S -1.4418 2.1625 1.4604 0.845
N 1.0049 -0.5923 -1.2998 -0.607
C 0.4317 -1.3629 -0.3755 -1.228
C -0.4046 0.8736 1.0589 -0.882
H -2.5955 1.5264 1.2237 -0.095
H 1.7021 -1.0875 -1.8484 0.065
H 0.6500 1.0772 1.1235 0.020


Entry 3:
8
Properties=species:S:1:pos:R:3:mulliken_spin:R:1 method="wB97M-V/def2-TZVPD" multiplicity=2 lumo_ev="-5.03 / -5.64" total_charge=+1 relative_energy_ev=2.441 mol_weight_g_mol=82.0 energy_ev=-10623.0105
Na 2.1466 1.6883 -0.3987 0.021
O 0.3467 0.0639 -0.8377 -0.033
O -0.6175 -1.7268 -1.8172 0.065
C 0.1577 -0.8669 -1.6586 0.105
C -0.3507 0.2290 0.9048 0.798
H 0.0274 -0.7516 1.2233 0.018
H -0.4983 0.5063 1.9469 0.003
H -1.2119 0.8577 0.6372 0.023


Entry 4:
7
Properties=species:S:1:pos:R:3:lowdin_charge:R:1 method="wB97M-V/def2-TZVPD" multiplicity=1 lumo_ev=-5.10 total_charge=+1 relative_energy_ev=5.419 mol_weight_g_mol=59.0 energy_ev=-6202.4834
O -1.2022 -0.3679 0.7278 0.210
O -0.2477 0.6327 0.6955 0.135
C -0.6102 -0.0161 -0.4215 -0.184
C 0.7987 -0.1835 -0.0283 0.212
H 1.0783 -1.1298 0.5818 0.203
H 1.5421 0.5563 -0.3624 0.168
H -1.3589 0.5083 -1.1929 0.256


Entry 5:
7
Properties=species:S:1:pos:R:3:lowdin_charge:R:1 method="wB97M-V/def2-TZVPD" multiplicity=1 lumo_ev=-6.58 total_charge=+1 relative_energy_ev=7.799 mol_weight_g_mol=59.0 energy_ev=-6200.1032
O -1.4604 0.3844 -0.3113 0.209
O -0.8239 -0.6583 0.4285 0.150
C -0.2574 0.5934 0.2613 -0.195
C 0.4473 -0.5609 -0.3065 0.109
H 0.4102 -0.7546 -1.3779 0.160
H 0.4031 1.9876 1.0610 0.406
H 1.2811 -0.9916 0.2449 0.160


Entry 6:
9
Properties=species:S:1:pos:R:3:lowdin_charge:R:1 method="wB97M-V/def2-TZVPD" multiplicity=1 lumo_ev=-9.37 total_charge=+2 relative_energy_ev=0.000 mol_weight_g_mol=263.1 energy_ev=-47017.1176
Yb 0.1283 -0.6909 0.0595 1.551
P -2.6314 -1.5400 0.5386 0.721
O -3.7246 1.0145 1.1855 0.234
O 2.3039 -0.1838 -0.5003 -0.182
C -3.2947 0.0526 0.7663 -0.534
C 3.1725 0.6706 -0.4431 0.035
H -3.1129 -1.4263 -0.8072 -0.081
H 2.9452 1.6974 -0.1130 0.122
H 4.2137 0.4059 -0.6863 0.134


Entry 7:
8
Properties=species:S:1:pos:R:3:mulliken_spin:R:1 method="wB97M-V/def2-TZVPD" multiplicity=6 lumo_ev="-4.92 / -4.88" total_charge=+1 relative_energy_ev=0.000 mol_weight_g_mol=204.0 energy_ev=-22763.6596
Pm 1.2895 1.5572 0.2488 5.034
O 2.5445 -0.1122 -0.5578 -0.030
O -3.0283 0.6859 -0.4051 -0.001
C -2.0788 0.1207 -0.0764 -0.010
C -0.9574 -0.4472 0.3551 0.009
H -0.8756 -0.6284 1.4296 -0.003
H 3.4986 -0.0882 -0.6391 -0.002
H -0.3925 -1.0879 -0.3550 0.001


Entry 8:
9
Properties=species:S:1:pos:R:3:lowdin_charge:R:1 method="wB97M-V/def2-TZVPD" multiplicity=1 lumo_ev="3.44 / 3.44" total_charge=-1 relative_energy_ev=3.512 mol_weight_g_mol=123.2 energy_ev=-27886.3675
S -0.6288 0.8509 -0.2252 0.556
S 2.0191 1.4207 0.0579 0.638
O 2.6209 0.1054 0.3984 -0.560
O 2.1064 1.7410 -1.3529 -0.556
C -1.8530 -0.1628 0.7806 -0.506
C -1.0750 -0.9427 -0.2281 -0.574
H -1.2370 -0.3801 1.6982 -0.038
H -0.2245 -1.5102 -0.0688 0.018
H -1.7280 -1.1222 -1.0601 0.022